[1]
C6H7N | ωB97M-V/def2-TZVPD

Results
relative energy (zero: lowest compared OMol25 entry of this formula, charge and spin)	99.6	kcal per mole
net charge	0
strongest force on any atom	5.18	eV/Å

The geometry in XYZ format:
```
14
C6H7N | the OMol25 dataset | ωB97M-V/def2-TZVPD
C -0.44848 -0.52465 1.53683
C 0.70887 -1.23338 1.57206
C -0.06296 0.21198 -0.87683
C 0.08977 0.54191 0.60082
C 1.35685 -0.30751 0.63228
C -1.02190 0.69611 -1.81666
N 0.98901 -0.58542 -1.00061
H -1.49093 -0.51520 1.91582
H 1.19097 -2.18752 1.83420
H -0.01867 1.45653 1.09559
H 2.46749 -0.05472 0.61097
H -1.52604 -0.07286 -2.38020
H -0.49184 1.26907 -2.42609
H -1.74213 1.30565 -1.29820
```

=====

[2]
C29H72Cl20O12 | ωB97M-V/def2-TZVPD

Results
energy	-11254.68058	Eh
net charge	0
strongest force on any atom	2.83	eV/Å

The geometry in XYZ format:
```
133
C29H72Cl20O12 | the OMol25 dataset | ωB97M-V/def2-TZVPD
C 10.48996 14.54321 16.89519
C 10.51687 13.26368 17.71006
O 11.85985 13.06650 18.11696
H 9.53648 14.64422 16.37676
H 11.31249 14.58436 16.18114
H 10.59460 15.46662 17.46480
H 10.11758 12.40970 17.16292
H 9.90521 13.33093 18.60976
H 11.82746 12.20227 18.53368
C 12.84050 13.91948 9.16676
C 12.14359 12.68796 8.55412
O 11.89264 11.74586 9.59102
H 13.75496 13.73240 9.72965
H 12.13663 14.52473 9.73804
H 13.03367 14.63371 8.36635
H 12.86326 12.23017 7.87544
H 11.17394 12.87831 8.09408
H 11.40122 12.20219 10.27795
C 16.54138 15.61763 14.41956
C 15.90670 14.80518 15.60126
O 14.55594 15.14512 15.68760
H 16.38116 16.68154 14.59426
H 16.08661 15.39979 13.45322
H 17.62175 15.51130 14.32166
H 16.39274 15.08016 16.53733
H 16.06332 13.76459 15.31712
H 14.33604 15.01335 16.61272
C 8.73208 13.16396 13.42008
C 8.86646 12.87730 11.91028
O 10.26184 12.94906 11.53654
H 9.13273 14.15086 13.65158
H 9.25634 12.40747 14.00400
H 7.69395 13.15327 13.75214
H 8.21297 13.54468 11.34844
H 8.49981 11.86820 11.72216
H 10.66145 13.77385 11.82224
C 16.04097 9.26712 9.32040
C 14.62319 9.79962 9.22616
O 14.48176 11.02248 9.91548
H 16.06451 8.19375 9.13218
H 16.54968 9.39832 10.27544
H 16.65404 9.82756 8.61462
H 14.01598 9.04079 9.71970
H 14.34884 9.84554 8.17226
H 13.61422 11.38063 9.71372
C 10.08830 9.12645 18.36444
C 11.40276 9.82725 18.00062
O 11.77764 10.51290 19.15124
H 9.37139 9.88874 18.66949
H 10.33381 8.48498 19.21080
H 9.71025 8.53634 17.52960
H 11.20211 10.48493 17.15486
H 12.18584 9.14450 17.67087
H 12.23635 9.94402 19.77378
C 9.16057 9.39405 7.85640
C 10.11855 8.90728 8.97815
O 11.49242 9.18659 8.69563
H 9.31089 10.42550 7.53764
H 8.15543 9.23565 8.24715
H 9.18750 8.79455 6.94646
H 9.99516 7.83010 9.09012
H 9.92088 9.26568 9.98840
H 11.59046 10.11215 8.93085
C 18.07629 14.58672 10.08052
C 16.92880 13.58959 10.39960
O 17.10376 12.31363 9.90947
H 18.22558 14.60648 9.00098
H 18.99044 14.18311 10.51588
H 17.95834 15.58940 10.49140
H 15.98137 13.97622 10.02410
H 16.88275 13.50622 11.48542
H 16.24933 11.88634 10.00426
C 18.20783 11.60992 13.71820
C 18.64156 10.48815 12.78460
O 19.26035 11.13683 11.62674
H 17.86128 11.14169 14.63948
H 17.40781 12.17773 13.24316
H 19.00036 12.30778 13.98838
H 17.85969 9.78241 12.50404
H 19.47519 9.95876 13.24600
H 18.51998 11.33656 11.04920
C 13.16805 16.27489 19.80311
C 13.95445 14.96041 19.72792
O 14.07246 14.62233 18.36938
H 12.31552 16.20705 19.12732
H 13.67015 17.16766 19.43034
H 12.91899 16.50347 20.83936
H 13.45359 14.24537 20.38056
H 14.94581 15.26043 20.06746
H 13.29804 14.08660 18.18261
C 12.43521 17.77460 12.53916
C 11.72612 16.61679 13.22784
O 11.65217 15.50323 12.37332
H 13.51258 17.65503 12.65346
H 12.24847 18.62693 13.19242
H 12.08657 18.01514 11.53482
H 10.71483 16.90538 13.51438
H 12.17921 16.29511 14.16556
H 12.48754 15.03910 12.46470
C 12.62690 12.30544 14.21770
C 13.81547 12.69494 13.30402
O 13.94074 14.11553 13.29470
H 12.71344 12.93770 15.10136
H 12.59991 11.23304 14.41086
H 11.69803 12.46471 13.67002
H 13.64473 12.30147 12.30196
H 14.72910 12.18094 13.60268
H 14.22857 14.45168 14.14662
C 14.91156 18.64280 9.26544
Cl 15.60448 17.62201 10.58662
Cl 16.18746 18.83027 8.05660
Cl 13.51450 17.95913 8.50430
Cl 14.51721 20.21992 9.91968
C 15.85830 10.89206 18.23158
Cl 14.93320 11.66706 19.50380
Cl 15.37374 11.37829 16.64578
Cl 17.57930 11.20693 18.33003
Cl 15.51758 9.10449 18.42912
C 7.64707 8.49312 13.95448
Cl 8.05275 7.13106 15.09660
Cl 6.49173 9.50972 14.64776
Cl 9.06766 9.58802 13.82612
Cl 7.22704 7.89694 12.30008
C 11.63095 19.10962 16.94837
Cl 10.30612 18.48463 18.01409
Cl 12.69528 17.82547 16.36357
Cl 11.07985 20.07891 15.57270
Cl 12.54908 20.24229 17.99762
C 13.10518 8.28101 13.12698
Cl 12.22501 9.55151 12.19034
Cl 12.92058 6.74743 12.27024
Cl 14.84956 8.67065 13.20698
Cl 12.42063 8.21689 14.75436
```